No. 1
# C2H5IO

The molecule C2H5IO in a non-equilibrium geometry (the ωB97M-V functional and the def2-TZVPD basis, the OMol25 dataset).

Structure (XYZ):
```
9
Properties=species:S:1:pos:R:3
C 0.49338 -0.51694 0.64119
C -0.11348 0.10522 -0.55785
O -0.30106 1.51879 -0.38202
I -1.83085 -0.94034 -1.48981
H -0.07652 -0.25934 1.50994
H 0.72975 -1.64902 0.58478
H 1.45478 0.01731 0.97428
H 0.71482 0.01751 -1.36648
H -1.07082 1.70681 0.08598
```

spin multiplicity: 1
largest force on an atom: 3.479 eV/Å
electronic energy: -452.1057 a.u.
SMILES string: C[C@H](O)I
gap between HOMO and LUMO: 10.00 eV
energy relative to the best compared isomer or geometry (same formula, charge and spin): 10.4 kcal per mole
HOMO: -0.3530 Ha

Computed Löwdin charges, given in elementary charges: -0.1793, -0.8383, -0.0974, 0.6968, 0.0560, 0.1090, 0.1079, 0.1032, 0.0421

---

No. 2
# C20H22ClFN4O

The molecule C20H22ClFN4O (the ωB97M-V functional and the def2-TZVPD basis, the OMol25 dataset).

Structure (XYZ):
```
49
Properties=species:S:1:pos:R:3
O -4.14314 -0.40340 -0.49936
C -3.84992 0.06136 0.58110
C -4.29859 1.44819 1.04923
N -3.41927 2.53823 0.67725
C -3.34894 2.89023 -0.72599
C -2.30517 2.09538 -1.51520
N -0.98964 2.22239 -0.90486
C -0.01740 1.44194 -1.66066
C 1.35588 1.51287 -1.05651
C 2.00708 2.73609 -0.94482
C 3.26500 2.81865 -0.37844
C 3.88047 1.66383 0.07990
Cl 5.45639 1.76051 0.78660
C 3.24909 0.43552 -0.02002
C 1.98818 0.36941 -0.58658
C -1.02688 1.79724 0.48576
C -2.09495 2.58101 1.25870
N -3.01766 -0.56611 1.47393
N -2.04941 -1.47827 1.20987
C -2.03054 -2.20049 0.16037
C -0.86693 -3.02852 -0.10707
C -0.87880 -3.91599 -1.18385
C 0.23421 -4.68273 -1.47590
C 1.38266 -4.57318 -0.70991
C 1.38406 -3.68590 0.35399
F 2.50393 -3.56391 1.09749
C 0.28619 -2.91572 0.67216
H -4.40579 1.46108 2.13866
H -5.27351 1.65021 0.59781
H -4.33054 2.75331 -1.18110
H -3.08358 3.95200 -0.77013
H -2.24775 2.49579 -2.53081
H -2.61479 1.03983 -1.58611
H 0.00705 1.85355 -2.67512
H -0.32990 0.38235 -1.73033
H 1.51292 3.62793 -1.29820
H 3.76903 3.76859 -0.29216
H 3.73379 -0.45676 0.34417
H 1.49219 -0.58823 -0.66212
H -0.05087 2.00406 0.93227
H -1.19797 0.71151 0.55445
H -2.13686 2.23568 2.29423
H -1.79461 3.63462 1.26292
H -2.84017 -0.10364 2.35780
H -2.81938 -2.21138 -0.58763
H -1.76802 -4.00174 -1.79035
H 0.21311 -5.36762 -2.30970
H 2.26459 -5.15494 -0.92533
H 0.31261 -2.23034 1.50344
```

spin multiplicity: 1
largest force on an atom: 0.894 eV/Å
electronic energy: -1629.6195 a.u.
SMILES string: O=C(CN1CCN(Cc2ccc(Cl)cc2)CC1)N/N=C/c1cccc(F)c1
gap between HOMO and LUMO: 8.50 eV
HOMO: -0.3096 Ha

Computed Löwdin charges, given in elementary charges: 0.0644, -0.4436, -0.1040, -0.1619, -0.1545, -0.1720, -0.1512, -0.1613, -0.2311, -0.0314, -0.1004, -0.6780, 0.6651, -0.0959, -0.0296, -0.1598, -0.1558, 0.0369, 0.0655, -0.0913, -0.2038, -0.0404, -0.0715, -0.0080, -0.2729, 0.0566, 0.0297, 0.1226, 0.1294, 0.1246, 0.1231, 0.1244, 0.1095, 0.1304, 0.1247, 0.1191, 0.1035, 0.1038, 0.1019, 0.1247, 0.1039, 0.1180, 0.1254, 0.1383, 0.1173, 0.1117, 0.1069, 0.1173, 0.1200

---

No. 3
# C5H15N3

A structure of composition C5H15N3 in a non-equilibrium geometry (the ωB97M-V functional and the def2-TZVPD basis, the OMol25 dataset).

Structure (XYZ):
```
23
Properties=species:S:1:pos:R:3
C -0.45257 1.83327 -0.03357
C -1.78342 2.41622 -0.26670
C 0.69134 -2.92046 0.57341
C 1.37985 -1.81341 -0.32248
C 1.40294 -0.39963 0.20164
N 0.41456 2.63067 0.62379
N -0.19616 0.54024 -0.23682
N -1.11457 -0.37708 -0.74201
H -2.51325 1.78104 -0.67288
H -2.20344 2.77716 0.73465
H -1.75641 3.41783 -0.65109
H -0.38203 -3.06115 0.25974
H 1.25006 -3.85254 0.26297
H 0.93747 -2.75653 1.57976
H 0.97961 -2.01559 -1.27677
H 2.50619 -2.08618 -0.26063
H 1.29953 -0.29038 1.25636
H 2.13377 0.25474 -0.40994
H 0.10038 3.51561 1.06853
H 1.44509 2.57776 0.73331
H -1.36642 -1.11752 -0.10692
H -0.63823 -1.01850 -1.46392
H -2.13430 -0.03558 -0.85045
```

spin multiplicity: 1
largest force on an atom: 3.515 eV/Å
total charge: +2
electronic energy: -363.0155 a.u.
gap between HOMO and LUMO: 11.63 eV
energy relative to the best compared isomer or geometry (same formula, charge and spin): 124.6 kcal per mole
HOMO: -0.7086 Ha

Computed Löwdin charges, given in elementary charges: -0.3056, 0.0385, -0.0604, -0.2501, 0.0971, 0.2108, 0.0057, 0.2035, 0.0641, 0.1617, 0.1177, 0.0861, 0.1165, 0.0625, 0.0876, 0.1807, 0.1076, 0.1541, 0.1678, 0.1605, 0.1572, 0.2115, 0.2246

---

No. 4
# C31H78GaINO9S

A structure of composition C31H78GaINO9S in a non-equilibrium geometry (the ωB97M-V functional and the def2-TZVPD basis, the OMol25 dataset).

Structure (XYZ):
```
122
Properties=species:S:1:pos:R:3
C 2.30736 -4.94122 2.15231
C 2.83397 -4.99749 0.70947
S 4.48220 -4.21574 0.55230
C 4.16889 -2.60882 -0.30321
Ga 4.26304 -0.93412 0.88495
I 3.17339 -1.36055 3.27814
C 3.06150 0.45340 -0.02107
C 1.58083 0.19696 0.28371
C 0.66169 0.60216 -0.86597
C -0.78507 0.68216 -0.42713
O -1.17070 -0.49861 0.33299
C -1.25101 -0.24715 1.65797
O -2.14595 0.30055 2.12649
C 6.20536 -0.32352 1.04222
N 6.44735 1.06585 1.53175
C 5.51319 1.52060 2.56004
H 1.63666 -4.09775 2.24625
H 3.10039 -4.78718 2.86840
H 1.71085 -5.82512 2.37357
H 2.94350 -6.03180 0.41460
H 2.13276 -4.51038 0.04633
H 3.22112 -2.68359 -0.82173
H 4.95870 -2.53930 -1.04083
H 3.36725 1.46892 0.20989
H 3.20165 0.33521 -1.09990
H 1.44583 -0.87018 0.44927
H 1.33309 0.72889 1.20146
H 0.72866 -0.15233 -1.64012
H 0.94552 1.58321 -1.23713
H -1.42883 0.73578 -1.29910
H -1.00336 1.55757 0.17531
H -0.40564 -0.61270 2.24768
H 6.78936 -1.06437 1.59359
H 6.59887 -0.36104 0.01876
H 7.33793 1.02598 2.01456
H 4.51991 1.70376 2.17674
H 5.49307 0.87614 3.43572
H 5.87513 2.48156 2.92480
C -3.15110 -3.54244 -0.58321
C -1.80094 -3.61758 -1.27872
C -1.95799 -3.74920 -2.78518
O -1.05764 -4.72550 -0.77070
H -3.72854 -4.45527 -0.76335
H -3.01832 -3.45155 0.49541
H -3.73186 -2.68816 -0.93579
H -1.22488 -2.72063 -1.05154
H -2.49636 -4.66679 -3.04374
H -0.97936 -3.80491 -3.26544
H -2.50381 -2.89735 -3.19719
H -1.55544 -5.52887 -0.96363
C 7.84769 5.72865 4.94102
C 6.76095 5.25678 3.98542
C 5.75668 6.36338 3.69928
O 6.09187 4.12483 4.53167
H 7.41377 6.02240 5.90129
H 8.55631 4.92379 5.13980
H 8.39344 6.58128 4.53207
H 7.21496 4.92484 3.05049
H 5.25746 6.67670 4.62094
H 4.98319 6.00824 3.01776
H 6.24158 7.23453 3.25426
H 5.67885 4.39224 5.36161
C 9.93178 1.94346 -1.20926
C 8.85791 1.49496 -2.19096
C 7.83961 2.59982 -2.43475
O 8.20185 0.33702 -1.69426
H 9.48495 2.19025 -0.24248
H 10.65111 1.14106 -1.03793
H 10.46804 2.82068 -1.57917
H 9.32311 1.20877 -3.13685
H 7.33284 2.86374 -1.50273
H 7.07320 2.26382 -3.13429
H 8.31510 3.49647 -2.84034
H 7.78098 0.57198 -0.85562
C -5.86906 -1.30230 5.19553
C -5.88776 -1.41199 3.67868
C -5.08141 -0.29747 3.03382
O -7.24111 -1.37494 3.21013
H -6.31500 -0.35675 5.51740
H -6.45502 -2.10550 5.64586
H -4.85055 -1.35423 5.58234
H -5.48229 -2.37851 3.37673
H -5.50323 0.67974 3.28967
H -5.10706 -0.38427 1.94741
H -4.04377 -0.31999 3.35649
H -7.61722 -0.52516 3.46814
C -2.39214 0.17506 -4.45107
C -1.04183 0.10704 -5.14732
C -1.20269 0.00629 -6.65748
O -0.30251 -1.01136 -4.66346
H -2.97405 -0.73085 -4.65051
H -2.26255 0.24160 -3.37061
H -2.96624 1.03789 -4.78317
H -0.45788 0.99450 -4.90021
H -1.74778 -0.90356 -6.92565
H -0.22732 -0.04699 -7.14296
H -1.74492 0.86584 -7.05671
H -0.80366 -1.80960 -4.87009
C -10.12531 -4.47090 2.89820
C -10.46297 -4.38434 1.41853
C -9.32537 -4.91676 0.55991
O -10.74295 -3.03042 1.06543
H -9.24229 -3.86685 3.12495
H -10.94536 -4.08027 3.50254
H -9.92835 -5.50057 3.20275
H -11.37175 -4.95315 1.21476
H -8.41793 -4.32801 0.71816
H -9.57840 -4.84230 -0.49862
H -9.10665 -5.96019 0.79388
H -9.94704 -2.51241 1.24062
C -5.72462 4.32312 -3.29360
C -4.22992 4.46235 -3.53961
C -3.92517 5.64571 -4.44589
O -3.72030 3.26263 -4.11998
H -6.25441 4.14980 -4.23483
H -5.92705 3.46859 -2.64715
H -6.13454 5.21959 -2.82540
H -3.71304 4.58822 -2.58777
H -4.39919 5.51345 -5.42284
H -2.85134 5.72918 -4.61683
H -4.28292 6.58054 -4.01110
H -4.16558 3.13134 -4.96598
```

spin multiplicity: 1
largest force on an atom: 5.011 eV/Å
total charge: -1
electronic energy: -4580.5443 a.u.
gap between HOMO and LUMO: 6.12 eV
HOMO: -0.1528 Ha

Löwdin population analysis, charges in e, atoms 1 to 99: -0.2057, -0.5454, 0.7091, -0.5621, 0.0910, 0.2503, -0.2723, -0.3343, -0.1816, -0.1695, -0.0619, -0.3822, 0.1271, -0.2880, -0.1897, -0.1933, 0.0260, 0.0306, 0.0551, 0.0414, 0.0533, -0.0053, -0.0140, 0.0336, 0.0481, 0.0738, 0.0934, 0.1118, 0.1168, 0.0974, 0.1193, 0.1382, 0.0496, 0.0165, 0.0751, 0.0466, 0.0441, 0.0443, -0.0603, -0.4880, -0.0606, -0.0494, 0.0767, 0.0779, 0.0789, 0.1277, 0.0792, 0.0792, 0.0649, 0.0823, -0.0681, -0.4988, -0.0649, -0.0627, 0.0777, 0.0783, 0.0760, 0.1396, 0.0783, 0.0810, 0.0763, 0.0914, -0.0681, -0.5034, -0.0650, -0.0607, 0.0779, 0.0751, 0.0725, 0.1320, 0.0809, 0.0776, 0.0721, 0.0453, -0.0664, -0.4929, -0.0640, -0.0739, 0.0785, 0.0750, 0.0816, 0.1367, 0.0843, 0.0819, 0.0607, 0.0812, -0.0511, -0.4890, -0.0654, -0.0550, 0.0781, 0.0666, 0.0541, 0.1408, 0.0788, 0.0778, 0.0750, 0.0698, -0.0637

---

Among the records above, which one has the lowest largest force on an atom? C20H22ClFN4O